DFT (ωB97M-V with the def2-TZVPD basis set) results for a structure of composition C39H24AuF5N3O2S2Te.

Output
multiplicity	1
orbital gap	6.3	eV
M	1050.33	g/mol
largest force on an atom	0.31	eV Å⁻¹
energy above the lowest of the compared OMol25 structures with the same formula, charge and spin	23.7	kcal/mol
charge	-1

```
77
C39H24AuF5N3O2S2Te | the OMol25 dataset | ωB97M-V with the def2-TZVPD basis set
Au -0.00151 -0.13028 -0.47046
S -2.20256 -1.10383 -0.33912
C -2.84148 0.47691 -0.69750
S -1.73489 1.67513 -1.21687
C -4.19956 0.71754 -0.57027
C -5.10671 -0.30625 -0.18136
N -5.84381 -1.13479 0.13781
C -4.73690 2.01670 -0.79421
N -5.17034 3.06996 -0.97456
C 3.77381 -1.44180 5.09478
C 2.73530 -0.92029 4.13653
C 1.63179 -0.20006 4.57637
C 0.64163 0.26893 3.72055
C -0.47827 1.04421 4.35003
O -0.21131 1.85024 5.22382
C -1.89532 0.77808 3.97535
C -2.28445 -0.40662 3.36079
C -3.61946 -0.63535 3.06878
C -4.56990 0.32927 3.36967
C -4.18894 1.51304 3.99054
C -2.85857 1.72967 4.30408
C 0.76034 0.06097 2.33042
O -0.14868 0.51134 1.49635
C 1.91168 -0.62736 1.87726
C 2.85011 -1.12976 2.76907
C 2.11641 -0.73444 0.41230
N 2.18240 0.33640 -0.36281
C 2.37269 1.65823 0.26249
C 2.58042 2.69685 -0.82084
Te 2.87378 4.65429 0.00069
C 1.00657 4.68884 0.97768
C 0.92540 4.40540 2.33805
C -0.31192 4.36760 2.96552
C -1.46920 4.60080 2.23650
C -1.39171 4.88701 0.88166
C -0.15489 4.93880 0.25334
C 2.44970 -2.05414 -0.19056
C 3.13113 -2.11106 -1.40524
C 3.41009 -3.33506 -1.99034
C 3.01853 -4.51176 -1.36478
C 2.35240 -4.46064 -0.14810
C 2.06890 -3.23797 0.43766
H 3.49712 -1.21786 6.12476
H 4.75128 -0.99172 4.90831
H 3.89010 -2.52417 5.00842
H 1.51147 0.00448 5.63443
H -1.54312 -1.14974 3.09843
H -3.91883 -1.54935 2.57447
H -5.60553 0.15706 3.10490
H -4.93067 2.26712 4.22252
H -2.54336 2.63741 4.80115
H 3.70296 -1.67587 2.37680
H 3.25379 1.59540 0.90980
H 1.52939 1.94774 0.89197
H 1.71784 2.74160 -1.48168
H 3.46284 2.47587 -1.42207
H 1.82396 4.19791 2.90602
H -0.36280 4.12968 4.01992
H -2.43734 4.53626 2.71680
H -2.29679 5.03739 0.30778
H -0.09708 5.15061 -0.80737
H 3.42043 -1.18446 -1.88317
H 3.93102 -3.37185 -2.93881
H 3.22893 -5.46737 -1.82787
H 2.03544 -5.37495 0.33642
H 1.52198 -3.19398 1.37073
F 0.76010 1.20567 -3.23458
C 0.56321 -0.10771 -3.37974
C 0.16375 -0.89716 -2.31447
C 0.02290 -2.25317 -2.55738
F -0.31002 -3.10024 -1.57680
C 0.25789 -2.80762 -3.80367
F 0.12834 -4.12434 -3.99979
C 0.65094 -1.99497 -4.84881
F 0.89002 -2.51776 -6.05498
C 0.80583 -0.63828 -4.63575
F 1.19719 0.14899 -5.64367
```